(1)
Here is 2 unconnected molecules or ions with the total composition C2H9N3 from the OMol25 dataset. Energies are from wB97M-V/def2-TZVPD.

XYZ file:
```
14
Properties=species:S:1:pos:R:3:lowdin_charge:R:1
C 1.02 -0.74 -0.71 -0.066
N -0.33 -1.31 0.40 -0.158
N -1.57 -0.83 0.20 -0.126
H -0.30 -2.29 0.10 0.068
H -1.92 -0.96 -0.75 0.067
H -1.54 0.26 0.50 0.044
H 1.45 0.18 -1.09 0.012
H 0.75 -1.25 -1.65 0.030
H 1.80 -1.30 -0.21 0.032
C 0.34 1.73 0.30 -0.123
N -0.73 1.52 0.98 -0.006
H -0.54 1.23 1.94 0.073
H 0.23 2.04 -0.73 0.073
H 1.34 1.71 0.72 0.079
```

Properties
DFT total energy (eV): -6685.9024
Total charge: 0
Orbital gap (eV): 8.9279
Energy above the lowest of the compared OMol25 structures with the same formula, charge and spin (kJ/mol): 444.5
SMILES: C=N.CNN

---

(2)
Here is 7 unconnected molecules or ions with the total composition C30H66BBrCl2IN6O7 from the OMol25 dataset. Energies are from wB97M-V/def2-TZVPD.

XYZ file:
```
114
Properties=species:S:1:pos:R:3:lowdin_charge:R:1
C 2.12 1.06 1.02 -0.122
C 2.64 -0.29 0.42 -0.338
C 1.81 -0.75 -0.77 -0.540
Br 0.00 -1.09 -0.02 0.724
B 2.37 -1.95 -1.75 -0.745
C 2.05 -3.52 -1.34 -0.150
C 1.92 -3.99 0.12 -0.206
C 2.97 -3.55 1.11 -0.247
O 3.92 -4.65 1.33 -0.101
C 1.70 -1.75 -3.29 -0.222
C 0.31 -1.19 -3.55 -0.736
C 0.16 -0.66 -4.99 -0.191
I -1.29 -2.66 -3.32 0.737
C 3.99 -1.81 -2.12 -0.572
Cl 4.53 -0.09 -2.42 0.580
C 5.04 -2.57 -1.29 -0.706
C 6.22 -3.02 -2.16 -0.142
Cl 5.81 -1.61 0.04 0.620
H 1.41 1.55 0.36 0.052
H 1.71 0.92 2.01 0.048
H 2.96 1.75 1.14 0.056
H 2.58 -0.99 1.24 0.073
H 3.67 -0.10 0.15 0.028
H 1.67 0.14 -1.38 0.064
H 2.81 -4.14 -1.82 0.095
H 1.14 -3.83 -1.83 0.041
H 0.95 -3.77 0.53 0.071
H 1.96 -5.08 0.13 0.104
H 2.51 -3.32 2.07 0.107
H 3.55 -2.69 0.80 0.045
H 4.72 -4.24 1.68 0.046
H 1.73 -2.73 -3.78 0.087
H 2.35 -1.13 -3.90 0.066
H 0.00 -0.37 -2.91 0.017
H -0.27 -1.40 -5.66 0.023
H -0.54 0.17 -4.99 0.051
H 1.10 -0.28 -5.36 0.066
H 4.10 -2.24 -3.11 0.068
H 4.65 -3.47 -0.84 0.075
H 5.85 -3.53 -3.05 0.076
H 6.82 -2.16 -2.43 0.058
H 6.82 -3.75 -1.62 0.063
C 0.44 -1.44 4.73 -0.370
O 0.63 -2.56 4.28 0.009
N -0.61 -0.65 4.45 -0.181
C -0.74 0.66 5.04 -0.070
C -1.64 -1.13 3.52 -0.041
H 1.15 -0.97 5.43 0.124
H -1.67 0.72 5.62 0.084
H -0.78 1.42 4.26 0.067
H 0.10 0.86 5.69 0.075
H -2.09 -2.05 3.89 0.060
H -1.20 -1.33 2.54 0.032
H -2.41 -0.36 3.41 0.081
C -2.66 1.33 -2.61 -0.363
O -1.51 1.65 -2.43 0.009
N -3.53 2.01 -3.39 -0.195
C -4.90 1.58 -3.58 -0.065
C -3.07 3.22 -4.05 -0.041
H -3.10 0.42 -2.16 0.133
H -5.09 1.38 -4.64 0.086
H -5.59 2.34 -3.23 0.083
H -5.07 0.66 -3.02 0.083
H -2.23 2.99 -4.71 0.091
H -2.73 3.95 -3.31 0.082
H -3.88 3.65 -4.63 0.082
C 8.35 -6.28 1.46 -0.362
O 8.23 -6.06 0.27 0.016
N 8.19 -5.35 2.43 -0.196
C 8.36 -5.68 3.83 -0.068
C 7.83 -3.99 2.05 -0.043
H 8.61 -7.27 1.86 0.128
H 7.44 -5.49 4.38 0.090
H 9.16 -5.07 4.26 0.085
H 8.63 -6.73 3.94 0.077
H 6.88 -3.99 1.52 0.052
H 8.59 -3.58 1.39 0.094
H 7.75 -3.38 2.95 0.089
C -3.99 -3.91 2.10 -0.324
O -3.15 -3.58 2.92 0.020
N -5.26 -3.45 2.08 -0.200
C -6.21 -3.87 1.09 -0.067
C -5.65 -2.49 3.10 -0.042
H -3.77 -4.63 1.29 0.138
H -6.56 -3.02 0.51 0.086
H -7.07 -4.35 1.56 0.084
H -5.75 -4.58 0.41 0.082
H -5.03 -1.60 3.04 0.089
H -5.53 -2.92 4.09 0.092
H -6.70 -2.22 2.95 0.081
C -2.32 3.76 2.18 -0.359
O -1.98 2.61 2.34 0.016
N -2.85 4.26 1.05 -0.188
C -3.26 5.64 0.93 -0.066
C -3.02 3.37 -0.09 -0.032
H -2.23 4.52 2.98 0.130
H -4.33 5.70 0.70 0.088
H -2.71 6.12 0.12 0.067
H -3.06 6.17 1.86 0.080
H -3.66 2.53 0.17 0.098
H -2.05 2.98 -0.42 0.088
H -3.47 3.94 -0.90 0.080
C -3.59 8.49 -1.40 -0.350
O -3.43 7.35 -1.78 0.006
N -4.61 9.28 -1.78 -0.200
C -4.75 10.64 -1.29 -0.062
C -5.59 8.76 -2.71 -0.042
H -2.90 8.97 -0.69 0.137
H -5.70 10.75 -0.75 0.088
H -4.73 11.35 -2.12 0.088
H -3.94 10.87 -0.60 0.082
H -6.07 7.87 -2.29 0.092
H -5.11 8.46 -3.64 0.093
H -6.34 9.52 -2.91 0.084
```

Properties
DFT total energy (eV): -159320.0688
Total charge: -1
Orbital gap (eV): 6.7321

---

(3)
Here is 2 unconnected molecules or ions with the total composition C4H8BFO3 from the OMol25 dataset. Energies are from wB97M-V/def2-TZVPD.

XYZ file:
```
17
Properties=species:S:1:pos:R:3:lowdin_charge:R:1
B -1.02 0.96 0.33 -0.530
C 0.50 1.08 0.36 0.245
C -1.58 -0.17 -0.67 0.014
C 2.68 0.36 -0.58 -0.157
C 1.69 0.29 0.60 -0.366
O 1.15 2.72 -0.45 -0.250
O -1.78 1.66 1.15 0.208
O 1.41 -1.02 1.02 0.003
F 3.93 -0.04 -0.20 -0.020
H -1.57 -1.13 -0.15 0.072
H -1.00 -0.28 -1.58 0.066
H -2.62 0.03 -0.95 0.066
H 2.73 1.40 -0.92 0.103
H 2.37 -0.31 -1.39 0.135
H 2.21 0.77 1.46 0.189
H -2.73 1.56 1.08 0.122
H 1.15 -1.55 0.26 0.100
```

Properties
DFT total energy (eV): -13808.9918
Total charge: 0
Orbital gap (alpha / beta) (eV): 7.6946 / 7.7362
Energy above the lowest of the compared OMol25 structures with the same formula, charge and spin (kJ/mol): 463.4